#A
Here is C2H6ClN3 in the gas phase from OMol25. Energies are from ωB97M-V/def2-TZVPD.

Summary:
Lowest unoccupied orbital energy: 0.775 eV
Frontier orbital gap: 9.98 eV
SMILES: [H]/N=C(/CCl)NN
Multiplicity: 1

Last column: Löwdin charge in e.
CARTESIAN COORDINATES (ANGSTROEM)
Cl 1.9812 -0.7845 -0.4584  0.594
N -1.4417 -1.6239 -0.1638  0.091
N 0.2653 1.4895 0.2758  -0.129
N -0.4858 0.6145 -0.7678  -0.142
C 0.6788 -0.8112 0.7911  -0.529
C -0.4660 -0.7240 -0.0022  -0.553
H -0.5807 0.5802 -1.9550  0.202
H 1.2907 1.7899 -0.1511  0.116
H 0.8884 0.1191 1.2065  0.006
H 0.5877 -1.6832 1.4595  0.110
H -2.3712 -1.4058 -0.7419  0.095
H -0.3467 2.4395 0.5073  0.140

#B
Here is 2 unconnected molecules or ions with the total composition C2H6ClN3 from OMol25. Energies are from ωB97M-V/def2-TZVPD.

Summary:
Lowest unoccupied orbital energy: 0.167 eV
Frontier orbital gap: 9.76 eV
SMILES: N=C=NCl.CN
Multiplicity: 1

Last column: Löwdin charge in e.
CARTESIAN COORDINATES (ANGSTROEM)
Cl 2.7486 -0.9937 -0.6127  0.542
N 1.1044 1.9390 1.1499  0.173
N 2.0506 0.5961 -0.5519  -0.338
N -1.0211 0.1669 0.0824  -0.077
C 1.4753 1.1010 0.3918  -0.484
C -1.0865 -1.1514 -0.5465  -0.213
H -1.6619 -1.9890 -0.0657  0.072
H -1.3933 -1.1010 -1.6046  0.066
H -0.0215 -1.5966 -0.6587  0.051
H -0.4961 0.0608 0.9550  0.047
H -1.9710 0.4232 0.2757  0.056
H 0.2726 2.5447 1.1852  0.106

Stability summary: most stable #B, least stable #A.

#A
Here is 2 unconnected molecules or ions with the total composition CH3Br2O2P from OMol25. Energies are from ωB97M-V/def2-TZVPD.

Summary:
Lowest unoccupied orbital energy (alpha / beta): -2.137 / -2.136 eV
Frontier orbital gap (alpha / beta): 8.10 / 8.09 eV
Multiplicity: 1

Last column: Löwdin charge in e.
CARTESIAN COORDINATES (ANGSTROEM)
Br -1.4565 2.1207 0.4861  0.392
Br -0.0312 -0.3664 2.5070  0.401
P -1.4083 -0.0427 0.8359  0.023
O -0.0792 -0.7595 -0.9793  -0.299
O -2.7002 -0.6639 0.9823  -0.411
C 1.1453 -0.1751 -0.9399  -0.315
H 1.1167 0.9119 -1.1146  0.062
H 1.7104 -0.6319 -1.7661  0.095
H 1.7030 -0.3930 -0.0115  0.051

#B
Here is 2 unconnected molecules or ions with the total composition CH3Br2O2P from OMol25. Energies are from ωB97M-V/def2-TZVPD.

Summary:
Lowest unoccupied orbital energy (alpha / beta): -3.376 / -1.785 eV
Frontier orbital gap (alpha / beta): 7.23 / 8.27 eV
Multiplicity: 1

Last column: Löwdin charge in e.
CARTESIAN COORDINATES (ANGSTROEM)
Br 0.7733 -1.2349 3.2444  0.341
Br 4.1748 -2.1045 2.3630  0.268
P 2.8256 -0.3365 2.7450  0.125
O 3.3345 0.4572 3.8426  -0.476
O 1.5680 0.4252 -0.0389  -0.078
C 0.3372 0.0698 0.1880  -0.329
H -0.3898 0.9025 0.2510  0.094
H -0.0320 -0.7743 -0.4286  0.096
H 0.2446 -0.3960 1.2390  -0.041

Stability summary: most stable #A, least stable #B.

#A
Here is a molecular structure, H24HeO12 from OMol25. Energies are from ωB97M-V/def2-TZVPD.

Summary:
Lowest unoccupied orbital energy: -0.224 eV
Frontier orbital gap: 9.93 eV
Multiplicity: 1

Last column: Löwdin charge in e.
CARTESIAN COORDINATES (ANGSTROEM)
O 4.3429 -2.1616 21.0350  -0.056
O 9.7426 -5.3244 16.1398  -0.051
O 9.9120 -2.7496 17.2425  -0.044
O 8.0479 -4.4432 23.1370  -0.044
O 5.6050 -4.4280 21.5084  -0.039
O 3.8076 -3.5689 17.0115  -0.038
O 8.6394 -1.8139 20.5086  -0.077
O 4.6594 -5.4712 18.9899  -0.033
O 9.5980 -4.5481 19.7928  -0.048
O 5.8497 -1.7667 16.4488  -0.078
O 6.3344 -0.9241 19.1210  -0.058
O 8.0152 -7.1631 17.7712  -0.063
He 7.1486 -3.5818 18.9277  0.181
H 3.7136 -5.6160 18.9636  0.069
H 4.5083 -1.6594 21.8330  0.049
H 9.2179 -5.2551 15.3422  0.048
H 9.7203 -4.4457 16.5188  -0.014
H 9.8165 -3.0204 18.1556  0.003
H 8.6796 -7.8361 17.9193  0.034
H 8.8879 -5.1188 19.4991  0.013
H 7.2093 -4.6001 22.7031  -0.024
H 7.8395 -1.6364 20.0138  -0.048
H 3.1716 -2.9662 17.3967  0.059
H 4.2473 -3.9664 17.7631  -0.002
H 8.4178 -6.5623 17.1442  -0.015
H 4.8121 -2.9852 21.1681  -0.036
H 9.6192 -1.8384 17.2305  0.055
H 6.4380 0.0122 19.2906  0.075
H 5.2172 -4.9732 20.8239  0.022
H 5.2677 -4.7934 22.3262  0.077
H 8.6272 -2.7600 20.6533  -0.026
H 8.5031 -5.2840 23.0907  0.031
H 5.1966 -2.4049 16.7355  -0.040
H 10.2766 -5.1486 20.1011  0.056
H 5.0348 -6.2697 18.6188  0.070
H 6.2244 -1.4253 17.2608  -0.029
H 5.5395 -1.1674 19.5956  0.023

#B
Here is a molecular structure, H24HeO12 from OMol25. Energies are from ωB97M-V/def2-TZVPD.

Summary:
Lowest unoccupied orbital energy: -0.583 eV
Frontier orbital gap: 9.56 eV
Multiplicity: 1

Last column: Löwdin charge in e.
CARTESIAN COORDINATES (ANGSTROEM)
O -1.7736 1.5393 -2.4310  -0.049
O 0.7270 -1.6894 -2.6584  -0.046
O -0.8665 0.9906 3.7908  -0.075
O 1.8608 -3.0708 0.7671  -0.025
O 1.0534 1.5980 -2.7103  -0.049
O -1.0656 -1.3812 2.4098  -0.027
O -0.9246 2.9925 1.6427  -0.044
O 3.0510 -0.4567 0.7503  -0.033
O -3.2632 2.5316 -0.1789  -0.049
O -1.9757 -1.6248 -0.3364  -0.097
O 1.7990 2.2712 0.0499  -0.045
O -0.4133 -3.7610 -0.5707  -0.053
He 0.1163 0.0856 -0.3807  0.196
H -0.2630 -3.6318 -1.5072  0.039
H -3.1302 3.4294 -0.4830  0.041
H 3.7451 -1.0398 0.4433  0.064
H -2.8442 1.9878 -0.8460  -0.006
H 0.3822 -0.9763 -2.1210  -0.027
H -1.6437 2.8466 1.0280  0.000
H -1.0646 0.1738 3.3326  -0.037
H 0.5540 -1.4162 -3.5593  0.044
H -1.5478 -2.4806 -0.3083  -0.042
H -0.8372 1.6524 3.0998  -0.023
H 2.3799 2.9710 0.3485  0.065
H 3.1673 -0.4242 1.6999  0.067
H 1.4778 0.8166 -3.0645  0.036
H 2.1915 1.4696 0.3958  0.001
H -1.6174 -2.1163 2.6770  0.081
H -1.7544 -1.2182 0.5015  -0.029
H 1.6636 -2.9140 1.6905  0.048
H -0.1331 2.9021 1.1121  0.005
H -0.8170 1.5256 -2.4005  -0.019
H 2.1703 -2.2258 0.4409  0.008
H 0.3342 -3.3388 -0.1473  -0.016
H -0.1749 -1.6600 2.6225  0.052
H 1.4175 1.6906 -1.8298  -0.007
H -1.9811 1.9516 -3.2696  0.051

Stability summary: most stable #A, least stable #B.

#A
Here is a molecular structure, H24HeO12 from OMol25. Energies are from ωB97M-V/def2-TZVPD.

Summary:
Lowest unoccupied orbital energy: -0.391 eV
Frontier orbital gap: 9.89 eV
Multiplicity: 1

Last column: Löwdin charge in e.
CARTESIAN COORDINATES (ANGSTROEM)
O -0.4730 0.1603 3.6490  -0.034
O 0.7043 -2.7010 -0.1689  -0.065
O 3.8156 0.3778 -2.0216  -0.063
O -0.1118 0.7797 -2.6317  -0.032
O -3.3117 2.2927 1.0461  -0.068
O -2.9369 -0.3966 0.9099  -0.057
O 0.5079 1.9234 1.6342  -0.072
O -1.8563 -3.4142 0.9718  -0.063
O 3.2404 -1.8998 0.0489  -0.035
O 2.8917 0.8037 0.7630  -0.061
O -1.0251 2.8542 -0.8554  -0.036
O -2.0457 -0.7703 -1.7490  -0.059
He -0.1623 -0.0951 0.1641  0.210
H 3.9827 -2.1754 0.5868  0.083
H -2.6364 -0.6634 -2.4945  0.058
H 0.4006 -2.6883 -1.0765  0.040
H -2.5218 -0.2657 0.0574  -0.016
H 2.8426 -0.1493 0.8377  -0.007
H 3.8965 1.1995 -2.5059  0.032
H 0.3223 -0.3676 3.7201  0.051
H 0.6962 0.2906 -2.4758  0.069
H 2.0591 1.1155 1.1175  -0.021
H 1.5195 -2.1996 -0.1815  -0.027
H 3.4802 -2.1576 -0.8411  0.071
H -0.6865 2.3310 -1.5819  -0.001
H -2.5232 2.7680 0.7843  -0.009
H -3.8453 -0.6164 0.7033  0.069
H 3.4072 0.6271 -1.1926  -0.021
H -0.0184 1.1200 -3.5215  0.086
H 0.0089 1.4696 2.3133  0.000
H -0.7202 3.7431 -1.0373  0.060
H -3.0263 1.3831 1.1322  -0.038
H -1.0018 -3.4308 0.5408  -0.019
H -1.1877 -0.4743 3.7012  0.053
H -0.0892 1.9688 0.8874  -0.020
H -1.3384 -0.1463 -1.9117  -0.041
H -2.2574 -2.5962 0.6782  -0.014

#B
Here is a molecular structure, H24HeO12 from OMol25. Energies are from ωB97M-V/def2-TZVPD.

Summary:
Lowest unoccupied orbital energy: 0.131 eV
Frontier orbital gap: 10.03 eV
Multiplicity: 1

Last column: Löwdin charge in e.
CARTESIAN COORDINATES (ANGSTROEM)
O 0.9468 -0.8604 3.4998  -0.074
O -3.8811 0.4149 -0.8010  -0.051
O -1.3770 2.2342 1.5343  -0.031
O -2.1235 -1.1829 0.5870  -0.057
O 0.6799 2.7362 -0.4702  -0.074
O 2.7960 0.6679 2.0694  -0.050
O 3.8388 -1.3743 0.2266  -0.040
O -1.7936 -0.0092 -2.8461  -0.042
O -1.7404 -0.1129 3.0616  -0.065
O 2.4168 -2.3490 -2.1723  -0.028
O 0.5677 1.7229 -3.1767  -0.076
O -0.4424 -2.0087 -1.3454  -0.067
He 0.1400 0.2015 -0.3424  0.198
H -1.6008 0.8285 2.9588  0.004
H 3.0405 -3.0068 -2.4799  0.063
H -1.0962 2.8104 2.2451  0.068
H -3.5963 -0.1868 -0.1132  -0.001
H -4.6437 0.8591 -0.4306  0.043
H -1.4989 -1.3131 -0.1265  -0.021
H -2.4137 -2.0659 0.8160  0.083
H 0.0913 -0.6587 3.1208  -0.028
H -0.1420 1.0867 -3.0873  -0.029
H 0.5084 -1.9052 -1.3837  0.008
H 2.9662 0.0584 1.3513  0.002
H -2.5102 0.2520 -3.4245  0.072
H -1.7560 -0.4523 2.1667  -0.024
H -0.7742 -1.4367 -2.0375  0.003
H 1.5653 -0.3401 2.9871  -0.040
H 3.4266 -1.8581 -0.4891  -0.004
H 4.1216 -2.0508 0.8420  0.054
H 0.1857 2.5402 0.3258  -0.019
H 2.7094 -1.5327 -2.5776  0.066
H -2.2291 2.5795 1.2679  0.068
H 3.5118 0.5173 2.6868  0.055
H 1.5762 2.8804 -0.1669  0.049
H 0.6410 2.1239 -2.3107  -0.029
H -2.1110 0.1906 -1.9654  0.014

Stability summary: most stable #B, least stable #A.